Entry 1:
{
  "formula": "C12H28F3N2O4Ti",
  "method": "ωB97M-V/def2-TZVPD",
  "species": ["Ti", "C", "O", "O", "C", "F", "F", "F", "C", "C", "H", "H", "H", "H", "H", "H", "C", "C", "C", "O", "C", "N", "H", "H", "H", "H", "H", "H", "H", "H", "H", "H", "H", "C", "C", "C", "O", "C", "N", "H", "H", "H", "H", "H", "H", "H", "H", "H", "H", "H"],
  "coordinates": [[-0.5128, -0.1539, 0.0582], [-0.0882, -3.0162, 0.2832], [0.8302, -1.9927, -0.1199], [-1.1408, -2.4027, 0.8614], [-0.3936, -3.9484, -0.9046], [-0.5737, -3.1896, -2.0265], [0.5937, -4.8175, -1.1562], [-1.5116, -4.6727, -0.7968], [2.1689, -2.3343, -0.4809], [2.7612, -1.0785, -1.1341], [2.7273, -0.2959, -0.3681], [3.7998, -1.2689, -1.3994], [2.1170, -0.7335, -1.9393], [2.2605, -3.1720, -1.1728], [2.7097, -2.5952, 0.4341], [0.3914, -3.6286, 1.0694], [-3.1908, 1.2639, -3.2853], [-1.9616, 0.8438, -2.4559], [-0.8507, 1.8649, -2.5410], [0.3349, 1.3603, -1.9189], [1.3871, 2.2893, -1.9899], [-2.3212, 0.5599, -1.0648], [-3.0434, 1.0239, -4.3454], [-3.2677, 2.3554, -3.3752], [-4.1332, 0.8517, -2.9429], [-1.5302, -0.0750, -2.8669], [-1.1453, 2.7661, -1.9740], [-0.5613, 2.2449, -3.5261], [2.3320, 1.9554, -1.5806], [1.0592, 3.2303, -1.5297], [1.5345, 2.5755, -3.0412], [-2.7628, 1.3469, -0.6060], [-2.9164, -0.2605, -1.1050], [-0.0050, -0.5252, 4.4636], [-0.1104, 0.4706, 3.3141], [1.1807, 0.5514, 2.4902], [1.0188, 1.3339, 1.3233], [1.0700, 2.7262, 1.5248], [-1.2928, 0.1796, 2.4447], [0.8003, -0.2664, 5.1545], [0.1909, -1.5182, 4.0429], [-0.9273, -0.5937, 5.0392], [-0.2739, 1.4438, 3.7947], [1.4053, -0.4574, 2.1283], [2.0092, 0.9090, 3.1095], [2.1025, 3.0842, 1.6043], [0.5098, 3.0493, 2.4045], [0.6310, 3.2161, 0.6590], [-2.1305, 0.3539, 2.9951], [-1.2808, -0.8531, 2.4485]],
  "gap_ev": [3.78, 8.30],
  "multiplicity": 4,
  "energy_ev": -55332.9774,
  "homo_ev": [-3.26, -7.94],
  "charge": 0
}

---

Entry 2:
{
  "formula": "C12H28FN4O6V",
  "method": "ωB97M-V/def2-TZVPD",
  "species": ["O", "V", "O", "F", "C", "C", "O", "N", "C", "H", "H", "H", "H", "H", "H", "H", "C", "C", "O", "N", "C", "H", "H", "H", "H", "H", "H", "H", "C", "C", "O", "N", "C", "H", "H", "H", "H", "H", "H", "H", "C", "C", "O", "N", "C", "H", "H", "H", "H", "H", "H", "H"],
  "coordinates": [[2.2401, -2.4453, 1.6623], [0.6852, -2.2424, 1.5973], [0.0081, -3.1199, 2.7165], [0.5480, -0.7936, 0.0123], [3.1978, 1.4393, 0.2868], [3.5931, 0.9111, -1.0640], [4.6072, 1.3288, -1.6157], [2.7671, 0.0035, -1.6040], [2.9996, -0.7014, -2.8552], [4.0129, 1.8441, 0.8784], [2.7501, 0.6609, 0.9080], [2.4350, 2.2131, 0.1588], [2.0063, -0.2993, -1.0056], [2.4368, -0.1742, -3.6277], [2.6046, -1.7158, -2.7909], [4.0648, -0.7972, -3.0413], [0.2783, 1.9537, -2.5193], [-0.0380, 0.7844, -3.4084], [-0.1469, 0.9610, -4.6098], [-0.1585, -0.4323, -2.8386], [-0.4182, -1.6387, -3.5611], [0.4509, 1.7049, -1.4687], [-0.5756, 2.6302, -2.5862], [1.1679, 2.4745, -2.8646], [-0.0606, -0.5402, -1.8385], [0.5182, -2.1890, -3.7403], [-0.7853, -1.4667, -4.5733], [-1.1182, -2.3031, -3.0549], [-4.0947, -1.6682, 0.6188], [-2.6131, -1.4067, 0.4641], [-1.7905, -2.1549, 0.9953], [-2.2154, -0.3556, -0.2750], [-3.0447, 0.7265, -0.7517], [-4.5205, -1.0938, 1.4477], [-4.2166, -2.7140, 0.8901], [-4.7214, -1.4179, -0.2362], [-1.2039, -0.2422, -0.2297], [-3.5855, 0.5272, -1.6760], [-2.4408, 1.6257, -0.8577], [-3.7935, 0.9930, 0.0023], [-0.3502, 1.5825, 2.1371], [0.0456, 0.5843, 3.2034], [0.6190, -0.4608, 2.9169], [-0.2404, 0.9208, 4.4654], [0.0405, 0.0062, 5.5772], [0.2527, 1.3948, 1.2519], [-0.1587, 2.6062, 2.4624], [-1.4118, 1.5101, 1.8977], [-0.9734, 1.6018, 4.5696], [1.0092, 0.2879, 5.9848], [0.0355, -1.0197, 5.2220], [-0.6981, 0.1164, 6.3669]],
  "gap_ev": 7.79,
  "multiplicity": 1,
  "energy_ev": -59551.8780,
  "homo_ev": -8.93,
  "charge": 0
}

---

Entry 3:
{
  "formula": "C12H29ClI2NOP2Ti",
  "method": "ωB97M-V/def2-TZVPD",
  "species": ["I", "I", "Ti", "P", "C", "C", "H", "H", "H", "H", "H", "H", "C", "H", "H", "H", "P", "C", "C", "H", "H", "H", "C", "H", "H", "H", "H", "H", "H", "Cl", "O", "C", "C", "C", "C", "C", "C", "N", "H", "H", "H", "H", "H", "H", "H", "H", "H", "H", "H"],
  "coordinates": [[1.5559, -1.2064, 3.7512], [2.7348, 1.0706, 3.3605], [0.6647, -0.3414, -1.5294], [2.9568, -1.1740, -0.5877], [3.7044, -1.3069, 1.0615], [3.3523, -2.9016, -1.0201], [4.3367, -3.1337, -0.5859], [5.2536, -0.4662, -0.8223], [3.3696, -3.0810, -2.0941], [4.4148, -0.3771, -2.4082], [3.1432, -2.0296, 1.6760], [2.5976, -3.5489, -0.5609], [4.3158, -0.1920, -1.3345], [4.7599, -1.6483, 1.0197], [4.1221, 0.8764, -1.1751], [3.6673, -0.3053, 1.5412], [-1.0464, -0.0932, -3.1532], [-2.4905, 0.5451, -2.3479], [-0.7095, 1.1481, -4.4181], [-0.8457, -2.1048, -4.5017], [-2.3854, -1.2090, -4.6880], [-2.1042, -2.2334, -3.2319], [-1.6391, -1.5718, -3.9721], [0.1950, 0.9134, -4.9924], [-1.5867, 1.1568, -5.0814], [-3.3705, 0.1924, -2.8886], [-2.4555, 1.6332, -2.3627], [-0.5850, 2.1234, -3.9256], [-2.5349, 0.2047, -1.3152], [1.6919, -1.1241, -3.4767], [-0.4422, 0.1960, -0.0224], [-0.8839, 0.7598, 1.0296], [-2.1510, 1.6075, 1.1895], [-3.2147, 0.9025, 2.0516], [-3.1581, 1.1636, 3.5485], [-1.8936, 0.5634, 4.1623], [-0.6187, 1.1642, 3.5224], [-0.2208, 0.6710, 2.1978], [-1.7593, 2.5052, 1.6975], [-2.5909, 1.9722, 0.2504], [-4.1837, 1.2100, 1.6891], [-3.1103, -0.1671, 1.9173], [-3.2126, 2.2296, 3.7966], [-4.0065, 0.6838, 4.0366], [-1.8485, 0.8603, 5.2298], [-1.8842, -0.5433, 4.1946], [-0.6465, 2.2712, 3.4998], [0.1547, 0.8567, 4.2380], [0.5879, 1.2782, 1.8343]],
  "gap_ev": [3.86, 3.68],
  "multiplicity": 1,
  "energy_ev": -86839.6684,
  "homo_ev": [-17.35, -17.35],
  "charge": 3
}

---

Entry 4:
{
  "formula": "C12H29N2O3",
  "method": "ωB97M-V/def2-TZVPD",
  "species": ["C", "C", "C", "O", "N", "C", "C", "N", "C", "C", "C", "O", "C", "H", "H", "H", "H", "H", "H", "H", "H", "H", "H", "H", "H", "H", "H", "H", "H", "H", "H", "H", "H", "H", "H", "H", "C", "C", "O", "C", "H", "H", "H", "H", "H", "H"],
  "coordinates": [[4.2106, 2.1450, 0.8529], [3.4041, 1.1508, -0.2136], [2.0784, 0.5589, 0.6144], [0.9999, 0.1648, -0.2717], [-0.2433, 0.4298, 0.2420], [-0.5502, -0.6966, 1.2014], [-2.0760, -0.7260, 1.7961], [-2.1911, 0.3135, 2.9006], [-1.1732, 0.2890, -0.9345], [-2.4948, 1.1984, -0.9969], [-2.6255, 2.4700, 0.0057], [-2.0861, 3.6932, -0.6028], [-0.8392, 4.1448, 0.0242], [4.0955, 1.6490, 1.9089], [5.3770, 2.1958, 0.6243], [3.7375, 3.2179, 0.9193], [3.1028, 1.7059, -1.2105], [4.1390, 0.2735, -0.4574], [1.8418, 1.3422, 1.4422], [2.4626, -0.4186, 1.1818], [-0.1778, 1.3783, 0.6644], [0.1686, -0.7490, 2.1443], [-0.3913, -1.7384, 0.6421], [-2.9302, -0.6906, 0.9992], [-2.1924, -1.7810, 2.3439], [-3.0502, 0.8986, 2.8124], [-2.1236, -0.1398, 3.8562], [-0.5240, 0.4969, -1.9145], [-1.5033, -0.8544, -1.0271], [-3.4472, 0.4923, -0.8578], [-2.6016, 1.6203, -2.1087], [-3.7930, 2.6689, 0.1600], [-2.2088, 2.2092, 1.0669], [0.0959, 4.0174, -0.7033], [-0.5777, 3.6488, 1.0497], [-0.9837, 5.3075, 0.2541], [0.1412, -5.3231, -2.3539], [-0.0523, -3.9653, -1.7334], [-1.1768, -3.5164, -1.5173], [1.1833, -3.1781, -1.3873], [-0.8369, -5.7752, -2.5499], [0.6776, -5.2256, -3.3011], [0.6943, -5.9696, -1.6680], [1.7661, -2.9851, -2.2915], [1.7828, -3.7292, -0.6584], [0.8909, -2.2188, -0.9472]],
  "gap_ev": 10.23,
  "multiplicity": 1,
  "energy_ev": -22024.1050,
  "homo_ev": -12.45,
  "charge": 1
}

---

Entry 5:
{
  "formula": "C12H29N3O6PRuS",
  "method": "ωB97M-V/def2-TZVPD",
  "species": ["Ru", "C", "S", "C", "O", "H", "H", "H", "H", "H", "H", "O", "C", "C", "C", "C", "O", "N", "H", "H", "H", "H", "C", "C", "O", "P", "O", "C", "C", "O", "C", "C", "H", "H", "H", "H", "H", "H", "H", "H", "H", "H", "H", "H", "H", "H", "H", "N", "N", "H", "H", "H", "H"],
  "coordinates": [[-1.2057, 0.3157, 0.5334], [-0.8796, 2.1865, 4.4111], [-1.6081, 0.8387, 3.5077], [-1.1982, -0.5589, 4.5223], [-0.5571, 0.7032, 2.2724], [-1.4528, 2.2753, 5.3375], [-1.0039, 3.0911, 3.8192], [0.1673, 1.9681, 4.6148], [-1.7681, -0.4355, 5.4472], [-0.1273, -0.5839, 4.7175], [-1.5446, -1.4562, 4.0128], [0.2144, -2.5453, -0.7066], [-0.9433, -2.5702, -0.4463], [-1.9818, -3.6605, -0.5695], [-3.2835, -3.1251, 0.0605], [-2.9657, -1.7275, 0.4866], [-3.5923, -0.8664, 1.0639], [-1.6296, -1.4099, 0.1111], [-1.6005, -4.5566, -0.0788], [-2.0902, -3.9087, -1.6268], [-3.6146, -3.6996, 0.9277], [-4.1271, -3.1064, -0.6326], [3.3976, -1.7125, -0.9277], [2.8025, -1.1949, 0.3472], [2.0958, 0.1157, 0.1289], [0.7851, 0.5988, -0.4902], [0.4877, 0.1723, -1.9472], [1.4098, 0.2751, -3.1398], [0.9896, -0.7652, -4.1343], [0.7900, 2.1607, -0.3545], [1.9876, 3.0483, -0.1275], [2.8050, 3.1659, -1.3808], [3.9716, -2.6085, -0.6851], [4.0904, -0.9936, -1.3645], [2.6318, -1.9984, -1.6476], [3.5534, -0.9262, 1.0833], [2.0736, -1.8689, 0.7841], [2.4213, 0.1198, -2.7728], [1.2941, 1.2927, -3.5052], [1.0890, -1.7694, -3.7245], [1.6411, -0.6885, -5.0060], [-0.0335, -0.6037, -4.4713], [2.5366, 2.6155, 0.7047], [1.5350, 3.9881, 0.1723], [3.2609, 2.2149, -1.6595], [3.6172, 3.8702, -1.1917], [2.2171, 3.5573, -2.2101], [-3.4441, 1.9333, -0.5756], [-2.1002, 1.5494, -0.8155], [-4.0163, 1.1315, -0.3258], [-3.4993, 2.6618, 0.1277], [-1.5346, 2.3981, -0.9405], [-2.0636, 1.0926, -1.7357]],
  "gap_ev": 7.65,
  "multiplicity": 1,
  "energy_ev": -52348.7492,
  "homo_ev": -19.74,
  "charge": 3
}

---

Entry 6:
{
  "formula": "C12H30AgF2N7O10S2",
  "method": "ωB97M-V/def2-TZVPD",
  "species": ["Ag", "N", "S", "O", "O", "F", "S", "O", "O", "F", "O", "C", "N", "C", "H", "H", "H", "H", "H", "O", "C", "N", "C", "H", "H", "H", "H", "H", "O", "C", "N", "C", "H", "H", "H", "H", "H", "O", "C", "N", "C", "H", "H", "H", "H", "H", "O", "C", "N", "C", "H", "H", "H", "H", "H", "O", "C", "N", "C", "H", "H", "H", "H", "H"],
  "coordinates": [[-0.0578, -0.1998, 0.1379], [-2.1315, -0.7747, 0.2322], [-3.3479, -0.8280, -0.7173], [-4.3952, 0.1270, -0.5062], [-3.6980, -2.1395, -1.3108], [-2.5798, -0.1113, -1.9601], [-3.0904, -1.6507, 1.3938], [-3.2772, -3.0743, 1.1443], [-4.1442, -0.9213, 2.0740], [-1.9367, -1.6646, 2.5315], [0.0330, 0.2320, -2.2929], [0.2162, 0.3398, -3.5460], [1.2008, 1.0651, -4.0125], [-0.8619, -0.2098, -4.4088], [1.9080, 1.4100, -3.3793], [1.4957, 1.0015, -4.9764], [-1.0531, -1.2014, -3.9985], [-0.3957, -0.2981, -5.3900], [-1.7804, 0.3768, -4.3866], [0.3357, -2.2945, -0.8673], [0.2304, -3.3807, -1.3914], [1.2255, -4.1007, -1.7208], [-1.1270, -3.9201, -1.7586], [1.0585, -4.9869, -2.1755], [2.1295, -3.7425, -1.4475], [-1.6364, -3.2024, -2.4017], [-1.7155, -3.9286, -0.8412], [-1.0959, -4.9005, -2.2340], [1.3303, -1.3695, 1.8251], [1.8694, -1.5630, 2.9062], [1.4322, -0.8711, 3.9595], [3.0928, -2.4205, 3.0092], [1.8827, -0.8079, 4.8613], [0.6295, -0.3032, 3.7286], [3.7465, -1.9603, 3.7501], [3.6348, -2.3962, 2.0638], [2.8200, -3.4404, 3.2801], [-0.6742, 1.9236, -0.1800], [-1.2994, 2.9337, -0.4491], [-2.6103, 2.8604, -0.6304], [-0.6356, 4.2862, -0.5260], [-3.0940, 1.9738, -0.6435], [-3.1092, 3.7359, -0.6974], [-1.3746, 5.0614, -0.7286], [0.0608, 4.2650, -1.3643], [-0.1495, 4.5334, 0.4178], [-0.4172, 0.8999, 2.2064], [-0.9847, 1.8363, 2.8765], [-0.2496, 2.9732, 3.1372], [-2.4313, 1.7494, 3.3509], [-0.7628, 3.5229, 3.8114], [0.6458, 3.1198, 2.6935], [-2.9034, 2.6788, 3.6694], [-2.4373, 1.0323, 4.1717], [-3.0023, 1.4032, 2.4893], [2.0747, 0.5268, -0.1947], [3.2562, 0.6457, -0.2776], [4.0459, 0.1216, 0.6255], [3.8292, 1.4608, -1.4115], [3.4954, -0.5354, 1.1598], [5.0545, 0.0715, 0.6389], [3.3779, 1.1861, -2.3648], [4.9010, 1.3636, -1.5845], [3.4468, 2.4807, -1.3700]],
  "gap_ev": [8.89, 4.24],
  "multiplicity": 3,
  "energy_ev": -74922.8380,
  "homo_ev": [-15.09, -15.06],
  "charge": 2
}